Entry 1:
Molecular formula: C6H15O3P
Method: DFT, ωB97M-V/def2-TZVPD

XYZ file:
```
25
Properties=species:S:1:pos:R:3:forces:R:3
C 0.30158 -0.28528 -3.53294 0.79 -0.74 0.07
C 0.89095 -1.49777 -2.79217 -1.79 -1.21 -1.10
O 0.48214 -1.53802 -1.44914 0.90 0.79 0.35
C 1.13959 -0.58148 -0.62426 -4.31 -1.88 0.95
P -0.17899 0.34346 0.30871 -1.41 0.95 -0.10
C 0.23389 2.11400 0.14496 1.97 -0.82 2.26
O -1.57813 0.10217 -0.10187 0.34 -0.34 -0.57
O -0.01498 0.07174 1.85056 1.56 0.37 -0.56
C -0.89223 -0.59483 2.69727 0.49 -1.08 2.64
C -1.22513 0.43996 3.88219 -2.24 -2.42 0.05
H 0.71259 0.68038 -3.38106 0.86 0.88 0.72
H 0.42586 -0.42889 -4.57583 0.13 -0.36 -1.21
H -0.74283 -0.18287 -3.36387 -0.94 -0.25 0.43
H 1.94628 -1.81402 -3.04622 -0.71 0.87 0.71
H 0.26139 -2.35418 -3.10506 0.60 0.25 -0.71
H 1.74086 -1.17965 -0.05616 1.80 -0.98 2.33
H 1.69989 0.08132 -1.11120 2.26 2.78 -2.37
H 0.07170 2.27692 -0.90295 0.09 0.80 -0.42
H -0.36630 2.72843 0.86607 0.25 -0.61 -1.04
H 1.34362 2.22084 0.49986 -1.80 0.07 -1.04
H -1.75687 -1.10148 2.18906 0.63 1.15 0.31
H -0.26977 -1.43486 3.12861 -0.81 0.66 -0.26
H -1.05010 1.45107 3.54003 0.23 0.10 0.20
H -2.33942 0.29864 4.01556 0.95 0.60 0.00
H -0.83556 0.18443 4.91983 0.16 0.42 -1.64
```
Positions in Å, forces in eV/Å.

Net charge: 0
Lowest unoccupied orbital energy in hartree: 0.0311
ΔE to the lowest compared entry with this formula, charge and spin in kJ/mol: 60.89
Gap between HOMO and LUMO in Eh: 0.384
SMILES: CCOC[P@@](C)(=O)OCC


Entry 2:
Molecular formula: C6H15O3Pd
Method: DFT, ωB97M-V/def2-TZVPD

XYZ file:
```
25
Properties=species:S:1:pos:R:3:forces:R:3
H -0.49726 -1.18065 -2.58733 -0.52 -0.62 1.00
C -1.24877 1.13106 1.26000 -0.36 0.43 0.89
O -1.21328 0.00952 0.38893 -7.89 3.24 3.34
C -2.24185 -0.04704 -0.59406 -1.16 0.21 -0.32
C -2.06351 -1.37270 -1.29957 -0.89 -0.52 -0.36
O -0.69255 -1.55586 -1.68832 -3.13 -2.20 -5.33
C 1.53490 -1.66422 0.85629 2.55 -0.31 2.44
C 2.23694 -0.32737 0.75185 2.75 0.21 1.40
O 1.38328 0.53782 -0.06751 8.55 7.78 2.41
C 1.84108 1.84933 -0.30253 0.35 1.03 -0.24
Pd 0.24138 -0.72741 -0.27188 0.24 -9.39 -4.15
H -0.23332 1.25160 1.65068 -0.29 0.28 -0.25
H -1.64017 2.00560 0.72126 0.40 -0.10 0.20
H -1.89715 0.91055 2.11791 -0.01 0.03 -0.29
H -2.15291 0.81014 -1.27861 0.09 -0.11 0.12
H -3.23056 -0.00467 -0.11506 0.20 -0.05 -0.11
H -2.72708 -1.45307 -2.16686 0.02 0.03 0.23
H -2.27020 -2.18976 -0.59663 0.02 0.15 -0.26
H 2.16967 -2.48496 0.49413 -0.58 0.16 -0.30
H 1.23744 -1.88459 1.89127 -0.05 0.06 -0.40
H 3.20860 -0.38545 0.23591 -0.23 0.05 0.17
H 2.38107 0.19880 1.70962 -0.03 -0.18 -0.20
H 1.05884 2.57483 -0.02977 0.23 -0.25 -0.06
H 2.74504 2.05482 0.29005 -0.29 -0.07 -0.17
H 2.07038 1.94367 -1.36977 0.03 0.13 0.20
```
Positions in Å, forces in eV/Å.

Net charge: +1
Lowest unoccupied orbital energy (spin up / spin down) in hartree: -0.1084 / -0.1458
Spin multiplicity: 3
Gap between HOMO and LUMO (spin up / spin down) in Eh: 0.280 / 0.295


Entry 3:
Molecular formula: C6H16
Method: DFT, ωB97M-V/def2-TZVPD

XYZ file:
```
22
Properties=species:S:1:pos:R:3:forces:R:3
C -1.42388 1.31709 0.49850 0.52 -0.97 0.81
C -1.38763 0.41570 -0.73720 -1.56 0.80 -0.53
C -0.73366 -0.94990 -0.59969 1.29 -0.37 0.54
C -2.78987 0.20844 -1.33987 -0.46 -0.21 0.05
H -0.40222 1.63555 0.72168 -0.08 0.17 0.13
H -1.78454 0.79019 1.39622 0.08 -0.08 -0.27
H -2.06064 2.18656 0.41166 -0.06 0.26 -0.44
H -0.88730 1.01571 -1.50448 0.32 -0.23 0.04
H 0.15962 -1.04650 -1.21379 -0.13 0.05 -0.54
H -0.27229 -1.13524 0.37191 -0.51 0.17 0.35
H -1.36243 -1.81495 -0.81261 -0.27 0.28 -0.06
H -3.47157 -0.41596 -0.74425 0.53 -0.25 0.09
H -3.40134 1.10386 -1.48310 0.53 0.31 -0.19
H -2.62620 -0.27983 -2.30309 -0.41 0.00 -0.05
C 3.49275 -0.12360 1.48036 1.03 0.52 -0.84
C 2.47323 -0.80083 0.54984 0.56 -0.02 1.13
H 3.28172 0.92388 1.70636 -0.54 -0.26 0.43
H 3.69431 -0.71306 2.36746 -0.09 0.21 0.27
H 4.45203 0.00516 0.96645 0.07 -0.38 0.04
H 2.95132 -1.13321 -0.36620 -0.22 0.14 -0.24
H 1.65418 -0.11285 0.38167 -0.17 -0.26 -0.33
H 2.13922 -1.69527 1.08479 -0.44 0.12 -0.39
```
Positions in Å, forces in eV/Å.

Net charge: 0
Lowest unoccupied orbital energy in hartree: 0.0398
ΔE to the lowest compared entry with this formula, charge and spin in kJ/mol: 65.90
Gap between HOMO and LUMO in Eh: 0.445
SMILES: CC(C)C.CC


Entry 4:
Molecular formula: C6H16
Method: DFT, ωB97M-V/def2-TZVPD

XYZ file:
```
22
Properties=species:S:1:pos:R:3:forces:R:3
C -0.77473 -1.85871 1.50226 1.45 -4.74 -0.10
C -1.43834 -2.46409 0.19445 -0.74 0.50 0.87
C -0.82963 -2.49557 -1.16234 0.39 -3.58 -3.32
H -0.94914 -0.89779 1.79192 0.42 3.29 -0.44
H -1.43134 -2.25298 2.21788 -1.42 -1.09 1.27
H 0.17549 -2.34249 2.00471 -1.16 1.29 -1.85
H -2.40857 -1.96813 0.16851 -0.06 0.41 -0.23
H -1.77940 -3.50428 0.31999 0.54 0.19 0.72
H -1.48422 -3.07946 -1.99235 0.39 1.68 2.01
H -0.06009 -3.31886 -1.24720 0.08 1.16 0.68
H -0.45125 -1.66102 -1.71891 0.14 0.88 0.38
C 1.87141 1.75579 -1.06214 3.28 -1.34 -1.46
C 1.36942 2.54873 0.06421 -3.92 1.91 -1.07
C -0.13868 2.59206 0.47241 -0.59 -0.84 -0.86
H 2.95244 2.00136 -1.33619 -0.88 0.13 0.98
H 1.98794 0.71914 -0.77745 -0.29 -0.55 0.06
H 1.55737 1.74064 -2.10619 -1.48 0.49 0.39
H 1.83106 2.41305 0.98053 1.67 -0.32 1.40
H 1.24212 3.58758 -0.16069 1.98 1.08 -0.49
H -0.18370 3.38778 1.17552 -0.04 0.42 1.23
H -0.81962 3.02272 -0.29814 0.48 -0.96 -0.02
H -0.53573 1.68354 0.92499 -0.22 -0.04 -0.18
```
Positions in Å, forces in eV/Å.

Net charge: 0
Lowest unoccupied orbital energy in hartree: 0.0387
ΔE to the lowest compared entry with this formula, charge and spin in kJ/mol: 278.71
Gap between HOMO and LUMO in Eh: 0.425
SMILES: CCC.CCC


Entry 5:
Molecular formula: C6H16
Method: DFT, ωB97M-V/def2-TZVPD

XYZ file:
```
22
Properties=species:S:1:pos:R:3:forces:R:3
C 1.64194 1.99619 0.04447 1.59 0.83 2.95
C 1.18546 0.89623 1.01989 -3.38 -1.23 -1.69
C 0.86591 -0.50657 0.37639 -1.55 -0.34 -0.85
C 2.03919 0.68850 2.16223 3.26 0.12 2.74
H 1.43926 1.70375 -0.91478 -0.60 -0.41 -2.60
H 2.77260 2.19266 0.12984 -1.66 -0.21 -0.10
H 1.06849 2.91298 0.32782 0.77 -0.50 -0.53
H 0.14409 1.21622 1.33444 1.12 -0.16 0.12
H 0.16305 -0.45658 -0.50055 0.29 0.48 0.90
H 1.67924 -0.99234 -0.10044 1.53 -0.18 -0.21
H 0.43193 -1.34820 1.01162 0.45 1.57 -0.09
H 2.36104 1.71601 2.60668 -0.10 -1.84 -0.67
H 1.56095 0.14550 2.99011 -0.13 0.17 -0.27
H 2.96587 -0.00700 1.91100 -1.50 1.79 0.34
C -2.86537 -0.63842 -1.82837 0.94 1.60 0.65
C -2.23639 -1.95412 -1.33715 -0.75 -0.09 2.11
H -2.02560 0.10298 -1.66031 -1.16 -0.22 -0.76
H -3.16643 -0.65886 -2.88258 0.23 0.01 0.24
H -3.75207 -0.21222 -1.24962 1.18 -1.01 -0.47
H -1.75654 -2.55336 -2.12320 -0.46 0.13 0.24
H -1.44650 -1.76536 -0.52795 -1.15 -0.19 -1.23
H -3.07013 -2.47797 -0.78952 1.07 -0.31 -0.79
```
Positions in Å, forces in eV/Å.

Net charge: 0
Lowest unoccupied orbital energy in hartree: 0.0389
ΔE to the lowest compared entry with this formula, charge and spin in kJ/mol: 137.61
Gap between HOMO and LUMO in Eh: 0.435
SMILES: CC(C)C.CC


Entry 6:
Molecular formula: C6H16
Method: DFT, ωB97M-V/def2-TZVPD

XYZ file:
```
22
Properties=species:S:1:pos:R:3:forces:R:3
C 1.79140 -2.00816 -0.79839 0.80 -0.45 0.06
C 0.71413 -0.97194 -1.09858 0.61 0.38 0.29
C -0.03708 -1.19688 -2.41282 -1.53 -1.71 1.05
C -0.24257 -0.94653 0.11505 -0.54 1.44 -1.16
H 1.38329 -2.92957 -0.37368 -0.21 0.03 -0.10
H 2.50678 -1.64250 -0.05547 -0.20 0.13 0.11
H 2.42431 -2.32678 -1.63356 -0.29 0.28 -0.24
H 1.22414 -0.00594 -1.20209 -0.10 -0.03 0.26
H -1.05468 -1.52005 -2.13748 -0.03 0.23 0.00
H -0.21959 -0.33098 -3.02873 0.59 0.16 -0.40
H 0.27390 -2.12059 -2.90767 0.60 0.59 -0.60
H 0.04066 -0.27117 0.91993 0.71 -0.61 0.33
H -1.14932 -0.41996 -0.21516 -0.21 -0.53 0.01
H -0.46603 -1.96720 0.40696 -0.17 0.07 0.37
C -0.71238 2.75455 1.21549 1.50 -0.63 -1.23
C -1.09992 1.91627 2.41393 -1.21 0.65 0.71
H 0.37540 2.66941 1.08080 -0.09 0.35 0.01
H -1.09897 2.37343 0.26232 -0.17 -0.29 0.28
H -0.95222 3.81310 1.16661 -0.23 0.06 0.75
H -2.15552 1.65055 2.30949 0.06 -0.20 0.28
H -0.53385 1.01295 2.61835 0.19 -0.12 -0.63
H -1.01187 2.46797 3.35470 -0.07 0.21 -0.14
```
Positions in Å, forces in eV/Å.

Net charge: 0
Lowest unoccupied orbital energy in hartree: 0.0391
ΔE to the lowest compared entry with this formula, charge and spin in kJ/mol: 75.33
Gap between HOMO and LUMO in Eh: 0.446
SMILES: CC(C)C.CC


Entry 7:
Molecular formula: C6H16F14N6O18PS8
Method: DFT, ωB97M-V/def2-TZVPD

XYZ file:
```
69
Properties=species:S:1:pos:R:3:forces:R:3
C 3.69166 3.25740 4.53824 0.60 0.13 0.31
C 4.71958 3.84169 3.62960 3.52 0.28 2.32
O 5.88613 4.15833 3.95257 -4.83 -0.99 -1.80
N 4.29073 3.97586 2.20243 2.50 -0.12 0.95
H 4.61214 3.08057 1.86296 0.53 -0.61 -0.88
H 3.29268 3.91495 2.06006 -0.78 0.75 0.03
C 5.00824 5.14738 1.54492 -1.74 -0.14 -0.58
H 3.04851 2.45823 4.16976 0.21 0.04 -0.47
H 3.02972 4.07922 4.81127 -0.13 0.08 0.30
H 4.26849 2.89322 5.38838 -0.40 0.14 0.18
H 4.88192 4.88075 0.49561 0.20 0.92 -0.11
H 6.04037 5.36783 1.81732 -0.21 -1.02 0.30
H 4.38225 5.95954 1.91455 0.17 0.39 -0.77
C -0.86891 0.70030 -2.29718 -0.20 -0.32 0.52
C 0.45842 0.14642 -1.88911 0.78 -1.58 -5.16
O 1.26117 -0.19720 -2.76864 -1.56 1.03 4.49
N 0.69569 -0.00897 -0.40092 -0.37 -0.28 -1.22
H 1.69770 0.09713 -0.33168 0.57 -0.48 0.69
H 0.18967 0.72702 0.07066 0.33 0.86 0.12
C -0.00106 -1.25036 0.16996 0.96 -0.37 0.01
H -0.67134 1.76863 -2.38516 -0.66 0.28 0.28
H -1.67166 0.39641 -1.62536 -0.01 0.68 0.39
H -1.21421 0.33869 -3.26575 0.68 -0.13 -0.08
H 0.06625 -2.08355 -0.52958 -0.52 0.33 -0.33
H -0.98853 -0.86785 0.42821 0.00 -0.77 -0.02
H 0.57879 -1.61749 1.01679 -0.25 0.46 0.27
P -1.20830 -6.52493 2.80125 -3.44 -0.18 -1.63
F 0.25808 -5.90145 2.74520 0.24 -0.01 0.35
F -1.04677 -7.00105 4.33909 0.43 0.54 0.25
F -1.90100 -5.13366 3.24092 0.88 0.34 0.13
F -2.73050 -7.15598 2.77544 -0.69 0.41 0.53
F -1.41735 -6.16397 1.18692 0.31 0.75 0.79
F -0.81269 -7.95580 2.31975 2.38 -1.83 -0.30
N -2.53322 -5.70708 -6.38541 -4.40 1.36 -0.29
S -1.48015 -4.76112 -5.86055 8.08 0.74 2.74
O -1.52301 -4.09076 -4.56384 -1.10 -0.75 -1.69
O -0.73922 -4.06028 -6.88587 -0.78 0.07 0.34
F -0.42207 -5.99369 -5.50443 -0.56 0.57 -0.18
S -3.74756 -4.57141 -6.59698 -2.30 -1.10 -3.96
O -3.61625 -3.77933 -7.82229 0.54 -0.46 2.24
O -4.36334 -4.02759 -5.43806 0.55 0.05 0.09
F -4.83012 -5.61657 -7.15340 0.05 -0.43 0.58
N 5.46229 0.30447 -0.60537 1.59 -1.74 1.51
S 5.91080 -1.09670 0.11844 -0.93 -5.31 3.15
O 7.34414 -1.44466 0.27547 -3.12 1.64 -0.53
O 5.01080 -2.21540 -0.18581 1.44 2.37 -0.10
F 5.42677 -0.86484 1.70604 0.49 1.02 -1.31
S 6.60089 0.25574 -1.70983 2.27 0.65 -6.20
O 6.53038 -0.85167 -2.69137 -0.67 2.12 2.42
O 7.95832 0.66225 -1.44278 -1.17 0.22 0.89
F 6.03121 1.55893 -2.50679 -0.04 -0.59 0.37
N -8.41030 -0.98964 0.23776 0.56 1.87 -2.77
S -8.51995 0.09141 -1.05851 -5.55 0.77 -2.60
O -8.05974 -0.34878 -2.34139 1.23 -0.01 0.90
O -8.71493 1.54295 -0.85919 1.44 -2.74 -0.27
F -10.06889 -0.33203 -1.18569 -0.75 0.01 -0.41
S -7.37480 -0.09729 0.93743 4.35 2.38 5.23
O -7.90112 1.14012 1.52224 0.99 -1.74 -0.61
O -6.00365 -0.07646 0.40920 -2.07 0.40 -0.24
F -7.14419 -0.98452 2.21016 -0.26 -0.84 0.79
N -0.12840 3.95886 1.90066 -0.96 -2.60 5.02
S -0.72933 5.13130 1.22577 0.20 6.09 -8.47
O -0.73816 6.42261 1.85803 -0.70 -0.70 0.42
O -1.76254 4.82337 0.25413 1.22 0.53 1.20
F 0.64965 5.35801 0.32576 -0.16 -0.12 -0.62
S -1.31450 4.04334 3.11050 -2.34 -3.96 4.98
O -2.67427 3.61785 2.72607 3.05 1.88 0.25
O -1.13480 5.02547 4.20069 0.03 -1.98 -2.69
F -0.81660 2.64580 3.79074 0.34 0.73 -0.06
```
Positions in Å, forces in eV/Å.

Net charge: -3
Lowest unoccupied orbital energy in hartree: 0.0547
Gap between HOMO and LUMO in Eh: 0.188


Entry 8:
Molecular formula: C6H16F2N2O4P
Method: DFT, ωB97M-V/def2-TZVPD

XYZ file:
```
31
Properties=species:S:1:pos:R:3:forces:R:3
N 1.05389 -1.87414 -1.59498 0.34 -1.09 1.13
C 0.03975 -1.83620 -2.68673 1.10 2.86 0.60
C -0.84919 -0.63569 -2.39848 -0.57 1.14 0.21
O -0.29496 0.67353 -2.61535 0.57 0.19 -0.71
C -1.30596 -0.53460 -0.91502 -0.63 3.35 -1.42
F -1.47120 -1.75521 -0.38389 -0.35 -1.50 0.26
P -0.03698 0.64853 0.17139 -1.64 0.39 0.77
O 1.33353 0.41570 -0.37939 0.80 -2.06 -1.07
O -0.68168 2.13851 -0.11886 0.81 -1.65 2.25
N 0.93574 1.81773 1.60601 -1.40 0.94 1.38
C -0.11931 1.81758 2.64894 -0.31 -1.33 1.35
C -0.30452 0.31039 2.96296 1.02 -0.09 0.71
O 0.96602 -0.25960 3.30937 -0.46 -1.10 2.38
C -0.65226 -0.31627 1.70418 -2.56 0.11 -3.36
F -0.01486 -1.48411 1.48066 1.10 -1.72 0.24
H 1.84099 -2.53082 -1.76258 -0.39 0.93 -0.24
H 0.59274 -2.31674 -0.79486 -0.07 -0.02 0.04
H 1.31907 -0.78435 -1.03276 0.04 0.07 -0.78
H -0.54688 -2.67954 -2.83481 -0.90 -1.89 0.48
H 0.53225 -1.67923 -3.61540 0.63 0.28 -0.78
H -1.72353 -0.64153 -3.01872 -0.59 -0.73 -0.43
H -0.23302 0.96596 -3.55627 -0.25 -0.76 0.98
H -2.36029 -0.02758 -0.95382 1.85 -0.64 0.38
H -0.98726 2.06653 -0.98179 -1.24 0.31 -3.03
H 1.76783 1.38720 2.03666 -0.03 0.80 -0.78
H 0.94807 2.79113 1.22823 1.06 -1.28 0.38
H -1.05766 2.14619 2.14009 0.67 0.35 1.02
H 0.13653 2.24399 3.66011 -0.27 0.43 -1.43
H -1.06739 0.05237 3.68037 -0.14 0.51 0.65
H 0.81009 -1.06252 3.93165 0.49 2.15 -1.70
H -1.75620 -0.59497 1.54509 1.31 1.05 0.49
```
Positions in Å, forces in eV/Å.

Net charge: +1
Lowest unoccupied orbital energy in hartree: -0.0873
Gap between HOMO and LUMO in Eh: 0.391
SMILES: [NH3+]C[C@H](O)[C@@H](F)P1([O-])(O)[NH2+]C[C@H](O)[C@@H]1F


Entry 9:
Molecular formula: C6H16N2
Method: DFT, ωB97M-V/def2-TZVPD

XYZ file:
```
24
Properties=species:S:1:pos:R:3:forces:R:3
C 0.33073 1.34419 2.01414 -1.23 -1.23 -1.72
N 0.48831 1.88770 0.62204 0.41 -2.67 0.91
C 0.91062 0.77253 -0.22465 0.79 -0.28 -2.43
C 1.85075 1.19474 -1.40028 -1.27 0.23 0.79
C -0.36070 0.03279 -0.80723 0.56 -0.12 2.65
N -0.58482 -1.20611 0.07066 -2.52 2.50 -0.63
C -1.92462 -1.04447 0.70528 -0.11 -0.65 0.40
C -0.51975 -2.37965 -0.75427 4.07 -1.85 3.78
H 0.84115 1.90679 2.77402 0.70 -0.22 0.34
H 0.42570 0.15653 1.96585 0.58 2.74 0.43
H -0.72031 1.43238 2.20835 -0.74 0.21 0.70
H 0.80053 2.82303 0.44153 0.59 -0.14 0.24
H 1.59159 -0.04319 0.29068 -1.62 1.64 -0.41
H 2.15958 0.35141 -1.95903 0.57 -1.20 -0.21
H 1.50694 1.84808 -2.17824 -0.97 0.71 -0.11
H 2.67075 1.68298 -0.95695 1.40 0.48 0.42
H -1.20668 0.75018 -0.87936 0.34 -0.51 0.69
H -0.28192 -0.31280 -1.78842 0.86 -0.50 -1.77
H -2.05476 -0.01329 1.13589 0.25 -1.10 -0.44
H -2.77829 -1.24357 -0.02108 0.84 0.24 0.74
H -1.96800 -1.79540 1.53998 -0.30 0.66 -0.67
H -0.48419 -3.33762 -0.02501 -0.08 1.97 -1.83
H -1.15851 -2.54516 -1.52169 -2.89 -0.17 -2.20
H 0.46592 -2.26206 -1.25218 -0.25 -0.75 0.32
```
Positions in Å, forces in eV/Å.

Net charge: 0
Lowest unoccupied orbital energy in hartree: 0.0409
ΔE to the lowest compared entry with this formula, charge and spin in kJ/mol: 295.80
Gap between HOMO and LUMO in Eh: 0.345
SMILES: CN[C@H](C)CN(C)C


Number 9 is which compound? C6H16N2


Which of these has the lowest net charge? C6H16F14N6O18PS8